Entry 1:
Computed, not measured: C3H9NO in the gas phase in a non-equilibrium geometry, with ωB97M-V/def2-TZVPD.

Structure (XYZ):
```
14
Properties=species:S:1:pos:R:3
C -0.17 -1.58 0.55
C 0.09 -0.28 1.31
N -0.16 0.88 0.47
O 0.90 1.05 -0.49
C 0.04 1.08 -1.71
H -0.04 -2.43 1.22
H 0.53 -1.67 -0.28
H -1.19 -1.59 0.17
H -0.59 -0.20 2.16
H 1.12 -0.27 1.69
H -0.16 1.72 1.03
H -0.32 0.07 -1.96
H 0.74 1.40 -2.48
H -0.79 1.80 -1.69
```

Results
Spin multiplicity: 1
Total charge: 0
Molecular weight, g mol⁻¹: 75.11
Kohn-Sham gap, eV: 10.35
SMILES: CCNOC
Electronic energy, Eh: -249.6122
ΔE to the lowest compared entry with this formula, charge and spin, kJ/mol: 266.44
HOMO level, eV: -9.16
Lowest unoccupied orbital energy, hartree: 0.0436

Entry 2:
Computed, not measured: a molecular structure, C6H8AlO6 in a non-equilibrium geometry, with ωB97M-V/def2-TZVPD.

Structure (XYZ):
```
21
Properties=species:S:1:pos:R:3
O -0.10 -3.90 0.15
C 0.16 -2.73 -0.23
O -0.77 -1.85 -0.21
O 1.37 -2.46 -0.65
C 1.66 -1.17 -1.23
C 1.42 -0.05 -0.27
C 0.79 1.08 -0.61
C 0.58 2.18 0.37
Al -1.83 -3.02 0.21
H 1.07 -1.05 -2.15
H 2.72 -1.24 -1.50
H 1.79 -0.20 0.75
H 0.41 1.23 -1.62
H 1.01 3.13 0.03
H 0.94 1.94 1.37
O -0.84 2.53 0.51
C -1.78 1.70 0.74
O -2.78 2.17 1.38
H -3.24 1.37 1.79
O -1.65 0.43 0.86
H -0.93 -0.09 0.33
```

Results
Spin multiplicity: 1
Total charge: +3
Molecular weight, g mol⁻¹: 203.11
Kohn-Sham gap (alpha / beta), eV: 4.78 / 2.61
Electronic energy, Eh: -925.9647
HOMO level (alpha / beta), eV: -22.59 / -21.26
Lowest unoccupied orbital energy (alpha / beta), hartree: -0.6547 / -0.6852